A) DFT (the ωB97M-V functional and the def2-TZVPD basis) results for one molecule with the formula C3H9NO.

Positions of all 14 atoms, in Å:
1 C -0.806 1.430 0.139
2 C -0.477 0.001 -0.398
3 N -1.585 -0.941 -0.065
4 C 0.792 -0.515 0.316
5 O 2.032 0.066 -0.035
6 H -1.101 1.398 1.178
7 H -1.606 1.804 -0.433
8 H 0.067 2.093 -0.068
9 H -0.438 0.078 -1.539
10 H -1.665 -0.958 0.950
11 H -1.191 -1.832 -0.345
12 H 0.826 -1.613 0.210
13 H 0.704 -0.417 1.431
14 H 2.191 0.013 -1.001

Computed properties:
LUMO energy: 0.92 eV
orbital gap: 10.5 eV
SMILES: C[C@H](N)CO

Results of the natural (NBO) charge analysis, in e, for atoms 1 through 8: C -0.61; C -0.07; N -0.81; C -0.08; O -0.72; H 0.20; H 0.21; H 0.22

---

B) DFT (the ωB97M-V functional and the def2-TZVPD basis) results for a 2-piece molecular cluster, C3H9NO overall.

Positions of all 14 atoms, in Å:
1 C 3.122 0.439 0.030
2 N 2.033 -0.578 -0.038
3 O 0.813 -0.063 -0.041
4 H 2.918 1.187 -0.734
5 H 3.090 0.924 1.003
6 H 4.094 -0.021 -0.133
7 H 2.199 -1.147 -0.899
8 H 2.157 -1.232 0.766
9 C -3.976 -0.230 -0.095
10 C -2.838 0.395 0.123
11 H -4.724 0.160 -0.767
12 H -4.221 -1.164 0.387
13 H -2.071 0.008 0.770
14 H -2.597 1.323 -0.370

Computed properties:
LUMO energy: 0.66 eV
orbital gap: 9.4 eV
SMILES: C[NH2+][O-].C=C

Results of the natural (NBO) charge analysis, in e, for atoms 1 through 8: C -0.43; N -0.18; O -0.71; H 0.23; H 0.22; H 0.19; H 0.35; H 0.35

---

C) DFT (the ωB97M-V functional and the def2-TZVPD basis) results for C3H9NO as an isolated structure.

Positions of all 14 atoms, in Å:
1 C 1.107 -0.372 0.347
2 C -0.049 0.102 -0.094
3 C -1.252 -0.743 -0.097
4 O -3.221 0.736 -0.294
5 N 3.560 0.225 0.167
6 H 2.171 0.104 0.103
7 H 1.279 -1.397 0.672
8 H -0.201 1.072 -0.559
9 H -2.259 0.024 -0.049
10 H -1.433 -1.171 -1.089
11 H -1.169 -1.570 0.608
12 H -3.986 0.170 -0.473
13 H 3.968 -0.183 1.005
14 H 4.142 1.008 -0.121

Computed properties:
LUMO energy: -3.45 eV
orbital gap: 4.6 eV

Results of the natural (NBO) charge analysis, in e, for atoms 1 through 8: C -0.22; C -0.18; C -0.49; O -0.87; N -0.94; H 0.29; H 0.21; H 0.22

---

D) DFT (the ωB97M-V functional and the def2-TZVPD basis) results for one molecule with the formula C3H9NO.

Positions of all 14 atoms, in Å:
1 C -0.477 -1.144 1.264
2 C -0.468 -0.240 0.057
3 O -0.770 -0.981 -1.122
4 C 0.780 0.587 -0.100
5 N 0.553 1.875 -0.789
6 H -1.318 -1.811 1.137
7 H 0.393 -1.790 1.400
8 H -0.596 -0.585 2.183
9 H -1.277 0.484 0.238
10 H -0.093 -0.797 -1.790
11 H 1.185 0.758 0.906
12 H 1.515 -0.070 -0.590
13 H 0.994 1.837 -1.692
14 H -0.422 1.876 -1.102

Computed properties:
LUMO energy: 0.94 eV
orbital gap: 10.8 eV
SMILES: C[C@H](O)CN

Results of the natural (NBO) charge analysis, in e, for atoms 1 through 8: C -0.63; C 0.09; O -0.72; C -0.25; N -0.82; H 0.22; H 0.21; H 0.21

---

D) comes first in stability; the runner-up is 0.0036 hartree higher.